[1]
ORCA calculation (ωB97M-V/def2-TZVPD) on a structure of composition C24H28FeNO at a distorted geometry.

Last column: Mulliken spin population.
Element x y z (Å)
C: -3.115169 0.631862 2.484185  0.00
C: -1.680006 0.953306 2.638792  0.00
C: -0.710206 0.050049 2.474462  0.00
N: 0.669774 0.327329 2.470088  0.00
C: 1.615591 -0.767984 2.195551  0.00
C: 2.996121 -0.464392 2.782355  0.00
O: 3.480906 0.802481 2.350490  0.00
C: 2.605664 1.869317 2.694765  0.00
C: 1.197386 1.664413 2.131919  0.00
H: -3.758706 1.362556 2.979198  0.00
H: -3.398537 0.618450 1.431178  0.00
H: -3.347890 -0.349937 2.898065  0.00
H: -1.413779 1.977006 2.832600  0.00
H: -0.994090 -0.971294 2.295187  0.00
H: 1.209198 -1.701711 2.601414  0.00
H: 1.686653 -0.895276 1.111345  0.00
H: 2.960883 -0.447324 3.877908  0.00
H: 3.737255 -1.221501 2.486637  0.00
H: 2.584159 1.935570 3.787620  0.00
H: 3.059674 2.796375 2.317614  0.00
H: 1.206405 1.762640 1.042742  0.00
H: 0.518642 2.434686 2.509739  0.00
C: -6.289671 0.136320 -4.796118  -0.01
C: -7.332851 -0.535485 -4.044309  0.09
C: -7.202305 -0.149139 -2.651289  0.02
C: -6.080251 0.764900 -2.542681  0.01
C: -5.520721 0.943455 -3.869347  0.06
Fe: -5.452090 -1.083248 -3.280354  3.06
C: -3.565263 -1.695695 -3.912651  0.11
C: -4.509075 -2.850961 -3.862008  0.02
C: -4.975036 -2.997497 -2.551867  0.06
C: -4.327519 -1.941534 -1.697601  -0.14
C: -4.398602 -1.785855 -0.324224  0.49
C: -4.948523 -2.737623 0.627688  -0.14
C: -5.463018 -2.285533 1.849536  0.11
C: -5.910460 -3.173659 2.803093  -0.06
C: -5.838068 -4.532770 2.570840  0.12
C: -5.326528 -5.005957 1.378416  -0.06
C: -4.890383 -4.121756 0.416001  0.12
C: -3.465366 -1.134994 -2.635711  0.00
H: -6.117048 0.061274 -5.872554  0.00
H: -8.092528 -1.198396 -4.462186  0.01
H: -7.822557 -0.502962 -1.826137  0.00
H: -5.687198 1.204582 -1.621565  0.00
H: -4.697430 1.608744 -4.133254  0.00
H: -3.025151 -1.356708 -4.799424  0.00
H: -4.787477 -3.481773 -4.708917  -0.01
H: -5.715031 -3.726610 -2.216129  0.01
H: -3.948552 -0.902320 0.084796  0.09
H: -5.506422 -1.225833 2.039146  0.00
H: -6.307485 -2.809021 3.737498  0.00
H: -6.185774 -5.225345 3.320413  0.02
H: -5.258735 -6.070344 1.213217  0.00
H: -4.448403 -4.497182 -0.490245  0.01
H: -2.828710 -0.293996 -2.352024  0.00

Forces on atoms 1 to 6 (eV/Å):
-0.61 -0.16 0.06
0.70 -0.12 -0.04
0.56 1.08 -0.11
0.64 -0.16 0.76
-0.55 0.53 -0.07
-0.21 0.23 0.06

The lowest unoccupied orbital energy (spin up / spin down) is 2.52 / 2.52 eV. As for the charge: -1. Its multiplicity is 5. The largest force on an atom comes out at 0.0527 Eh/bohr. The HOMO energy (spin up / spin down) is -0.0422 / -0.0858 Ha. As for the HOMO-LUMO gap (spin up / spin down): 0.135 / 0.178 Ha.


[2]
ORCA calculation (ωB97M-V/def2-TZVPD) on a cluster of 2 separate species, C24H28N2O2 in total at a distorted geometry.

Last column: natural (NBO) charge in e.
Element x y z (Å)
C: -0.259623 -2.480244 3.433668  -0.64
C: -0.398146 -1.067220 3.862157  -0.31
C: 0.843667 -0.355884 4.283187  0.57
C: 1.209943 1.000831 3.715727  -0.71
O: 1.590282 -0.870814 5.137979  -0.61
C: -1.418371 -0.230266 3.190558  0.54
C: -2.220010 -0.800858 2.037444  -0.72
O: -1.666736 0.939610 3.581908  -0.66
H: -1.199345 -3.028435 3.596142  0.20
H: -0.006383 -2.579045 2.360034  0.19
H: 0.534186 -2.960276 4.019426  0.23
H: 0.570424 1.770406 4.156431  0.24
H: 2.247739 1.229017 3.989280  0.23
H: 1.106643 1.045440 2.626178  0.22
H: -1.569835 -1.198384 1.240512  0.22
H: -2.880403 -1.604490 2.399129  0.23
H: -2.839784 -0.002521 1.616023  0.23
C: -5.642252 -6.005598 3.893393  -0.40
N: -5.464910 -4.562354 3.927475  -0.40
C: -6.299050 -3.854448 2.970553  -0.40
C: -4.457637 -3.933314 4.606914  0.22
C: -4.361254 -2.518042 4.611094  -0.29
C: -3.330681 -1.876320 5.256489  -0.14
C: -2.251905 -2.595241 5.790677  -0.10
C: -1.008585 -1.955334 6.146105  0.05
C: -0.895436 -0.695109 6.752561  -0.23
C: 0.019859 -0.332607 7.851604  0.03
C: 0.754232 -1.053928 8.781352  -0.21
C: 1.439988 -0.353372 9.792955  -0.22
C: 1.447149 1.051548 9.838188  -0.22
C: 0.747367 1.798230 8.873523  -0.23
C: 0.019906 1.075586 7.936584  0.12
N: -0.910599 1.560133 7.012852  -0.33
C: -1.227859 2.957094 6.795487  -0.41
C: -1.508494 0.514819 6.374012  0.11
C: -2.396603 -4.008895 5.905372  -0.15
C: -3.469679 -4.677167 5.333887  -0.29
H: -5.211283 -6.480241 4.777132  0.21
H: -6.726318 -6.203503 3.865388  0.20
H: -5.188976 -6.445662 2.987151  0.19
H: -6.614904 -2.876307 3.362812  0.21
H: -5.774209 -3.692230 2.012887  0.19
H: -7.192338 -4.461488 2.787128  0.21
H: -5.115900 -1.911785 4.084327  0.22
H: -3.346952 -0.791495 5.324960  0.22
H: -0.200327 -2.639301 6.421158  0.23
H: 0.767308 -2.141621 8.713169  0.21
H: 1.986741 -0.909040 10.558994  0.21
H: 1.985752 1.573494 10.627582  0.22
H: 0.729278 2.888064 8.848265  0.21
H: -0.349770 3.562456 7.048199  0.22
H: -1.512658 3.081399 5.744795  0.23
H: -2.074679 3.260029 7.430016  0.20
H: -2.288700 0.710285 5.654820  0.24
H: -1.648029 -4.578540 6.446774  0.22
H: -3.540679 -5.757914 5.402761  0.21

Forces on atoms 1 to 6 (eV/Å):
0.26 -0.70 -0.59
-0.07 1.19 -0.46
0.23 -1.08 1.47
0.35 0.19 0.15
-0.63 0.60 -1.27
0.42 0.37 1.06

The lowest unoccupied orbital energy is -0.98 eV. As for the charge: 0. The largest force on an atom comes out at 0.0389 Eh/bohr. The HOMO energy is -0.2428 Ha. As for the HOMO-LUMO gap: 0.207 Ha.


[3]
ORCA calculation (ωB97M-V/def2-TZVPD) on an isolated molecule of C24H28N2O5S2 at a distorted geometry.

Last column: natural (NBO) charge in e.
Element x y z (Å)
C: 5.175448 2.007993 1.380485  -0.62
C: 3.844799 1.276983 1.470066  -0.06
O: 2.869287 2.082999 0.838358  -0.50
C: 1.608190 1.597008 0.703889  0.31
C: 0.729695 2.372067 -0.054304  -0.24
C: -0.572775 1.975389 -0.253045  -0.21
C: -1.040296 0.780642 0.293738  0.09
C: -0.165222 0.006382 1.041814  -0.17
C: 1.141738 0.410771 1.255489  -0.30
H: 1.788273 -0.226535 1.836530  0.22
H: -0.487948 -0.941064 1.438676  0.22
N: -2.383674 0.397068 0.112846  -0.68
S: -3.046295 -0.776216 1.107207  2.31
O: -2.414161 -2.059632 0.902390  -0.96
O: -4.461376 -0.731749 0.889228  -0.93
C: -2.670686 -0.158158 2.737102  -0.26
C: -2.931293 1.169860 3.014239  -0.19
C: -2.661231 1.659762 4.278266  -0.20
C: -2.140746 0.829236 5.267764  0.01
C: -1.898265 -0.506517 4.966560  -0.21
C: -2.162320 -1.004131 3.702389  -0.20
H: -1.977106 -2.036621 3.450154  0.24
H: -1.499387 -1.161880 5.726594  0.22
C: -1.872108 1.367138 6.638289  -0.63
H: -1.462450 2.373034 6.584497  0.22
H: -1.178726 0.729339 7.179789  0.22
H: -2.802417 1.415728 7.204286  0.23
H: -2.855596 2.697682 4.504162  0.22
H: -3.337142 1.800931 2.240183  0.24
C: -2.984783 0.525743 -1.197242  -0.32
H: -3.074670 1.575563 -1.488055  0.23
C: -2.196384 -0.217014 -2.278725  0.68
O: -1.966692 0.282516 -3.363643  -0.64
N: -1.811013 -1.453828 -1.923359  -0.63
H: -1.993595 -1.795458 -0.986309  0.42
C: -0.973546 -2.268296 -2.766705  -0.25
C: 0.447102 -2.399511 -2.225071  -0.53
H: 0.437178 -2.855568 -1.234980  0.22
H: 1.050216 -3.009650 -2.897962  0.22
S: 1.303528 -0.810063 -1.967412  0.18
C: 1.223199 -0.061883 -3.649230  -0.58
C: 1.815287 -0.942010 -4.676453  0.26
C: 3.111931 -1.144427 -5.056104  -0.30
C: 3.079817 -2.130656 -6.070968  -0.31
C: 1.770198 -2.459186 -6.229972  0.08
O: 0.998440 -1.750401 -5.389177  -0.41
H: 1.276038 -3.151951 -6.881661  0.20
H: 3.915690 -2.534047 -6.604734  0.23
H: 3.975425 -0.649616 -4.661720  0.23
H: 0.178517 0.165969 -3.863364  0.27
H: 1.792485 0.859612 -3.545261  0.25
H: -0.965295 -1.812879 -3.759838  0.24
H: -1.405370 -3.272165 -2.842942  0.20
H: -3.988883 0.100909 -1.119635  0.26
H: -1.225767 2.592131 -0.848511  0.22
H: 1.097311 3.288889 -0.486894  0.23
H: 3.574576 1.111508 2.522948  0.17
H: 3.908493 0.304024 0.964588  0.18
H: 5.102146 2.973734 1.873001  0.21
H: 5.438204 2.169937 0.339009  0.21
H: 5.954006 1.420567 1.858740  0.21

Forces on atoms 1 to 6 (eV/Å):
-0.45 -0.12 -0.03
0.32 -0.13 0.15
-0.04 0.16 -0.13
-0.28 -0.04 -0.01
0.23 -0.09 0.07
-0.16 -0.18 0.06

The lowest unoccupied orbital energy is 0.45 eV. As for the charge: 0. The largest force on an atom comes out at 0.0224 Eh/bohr. The HOMO energy is -0.2929 Ha. As for the HOMO-LUMO gap: 0.309 Ha. The SMILES is CCOc1ccc(N(CC(=O)NCCSCc2ccco2)S(=O)(=O)c2ccc(C)cc2)cc1.


[4]
ORCA calculation (ωB97M-V/def2-TZVPD) on an isolated molecule of C24H28N4O6 at a distorted geometry.

Last column: natural (NBO) charge in e.
Element x y z (Å)
C: -5.616491 -2.399869 2.771671  -0.62
C: -4.299015 -1.646614 2.861788  -0.08
H: -3.568765 -2.195153 3.465922  0.21
H: -4.450522 -0.652029 3.295054  0.18
O: -3.763613 -1.461760 1.553359  -0.52
C: -2.478068 -1.798897 1.343820  0.79
O: -1.761690 -2.248847 2.213862  -0.63
C: -2.083630 -1.550835 -0.038235  -0.28
C: -0.820040 -1.735981 -0.487121  0.38
N: -0.506535 -1.483490 -1.792200  -0.66
C: -1.433119 -1.217640 -2.789187  0.79
O: -1.098802 -1.112790 -3.947963  -0.63
N: -2.710897 -1.142714 -2.356819  -0.62
H: -3.385890 -0.884326 -3.060938  0.41
C: -3.133546 -0.985741 -0.973972  -0.05
C: -3.387648 0.473174 -0.642885  -0.07
C: -2.370085 1.405602 -0.772395  -0.21
C: -2.577196 2.741261 -0.474775  -0.25
C: -3.824870 3.166133 -0.031052  0.30
C: -4.851913 2.229857 0.101771  -0.26
C: -4.633728 0.904533 -0.204529  -0.17
H: -5.435866 0.190650 -0.094783  0.21
H: -5.814696 2.573162 0.445756  0.22
O: -4.144684 4.447940 0.293258  -0.49
C: -3.155959 5.441549 0.171204  -0.25
H: -2.303116 5.243503 0.828552  0.18
H: -3.634393 6.371484 0.474207  0.20
H: -2.805608 5.535557 -0.861714  0.18
H: -1.760792 3.436326 -0.591843  0.21
H: -1.396188 1.091007 -1.119058  0.21
H: -4.070382 -1.541974 -0.844864  0.22
H: 0.458891 -1.641068 -2.058902  0.44
C: 0.340918 -2.232109 0.332388  -0.29
N: 1.593018 -1.795314 -0.264192  -0.47
C: 1.880653 -0.406446 0.052850  -0.22
H: 1.012842 0.203862 -0.205679  0.21
C: 3.095602 0.063633 -0.752690  -0.23
N: 4.229091 -0.775694 -0.451162  -0.42
C: 5.345432 -0.459737 0.251652  0.63
O: 6.123351 -1.322921 0.633108  -0.62
C: 5.671268 0.949889 0.539251  0.15
C: 6.659033 1.370161 1.395642  -0.22
C: 6.674852 2.778708 1.330553  -0.32
C: 5.706371 3.119763 0.436472  0.11
O: 5.093699 2.028718 -0.045639  -0.40
H: 5.369059 4.069482 0.069680  0.21
H: 7.317852 3.443735 1.868911  0.23
H: 7.282451 0.732180 1.986462  0.25
C: 3.947972 -2.173170 -0.709819  -0.23
C: 2.729335 -2.627167 0.092733  -0.22
H: 2.499588 -3.665305 -0.155275  0.21
H: 2.959595 -2.565550 1.169238  0.18
H: 4.828349 -2.751901 -0.428278  0.26
H: 3.748914 -2.295604 -1.779391  0.20
H: 3.307939 1.104340 -0.527327  0.24
H: 2.873826 -0.027772 -1.822551  0.20
H: 2.085492 -0.276376 1.130371  0.18
H: 0.225305 -1.910256 1.375499  0.24
H: 0.310069 -3.325800 0.330544  0.23
H: -6.037296 -2.517578 3.766059  0.22
H: -6.320574 -1.850835 2.151823  0.21
H: -5.459554 -3.383230 2.335466  0.21

Forces on atoms 1 to 6 (eV/Å):
0.37 0.23 -0.17
-0.10 -0.21 0.57
-0.17 0.19 -0.09
0.08 -0.12 -0.05
-0.13 -0.03 -0.26
0.43 -0.15 0.22

The lowest unoccupied orbital energy is 0.50 eV. As for the charge: 0. The largest force on an atom comes out at 0.0259 Eh/bohr. The HOMO energy is -0.3089 Ha. As for the HOMO-LUMO gap: 0.327 Ha. The SMILES is CCOC(=O)C1=C(CN2CCN(C(=O)c3ccco3)CC2)NC(=O)N[C@@H]1c1ccc(OC)cc1.